Record 1
Computed, not measured: C49H60AsKNO4Si3 as an isolated structure, with ωB97M-V/def2-TZVPD.

Geometry as ORCA input:
```
! RIJCOSX wB97M-V def2-TZVPD def2/J DEFGRID3
* xyz -1 1
K -0.43780 -0.40149 -0.39582
C 0.62258 2.99915 1.15884
C 1.41072 2.92134 0.01827
C 2.49842 2.06536 -0.01641
C 2.79470 1.26350 1.07813
C 2.00577 1.33892 2.21882
C 0.92814 2.21483 2.26113
H -0.24143 3.65232 1.17102
H 1.14650 3.50548 -0.85429
H 3.10038 1.99487 -0.91528
H 3.62486 0.56778 1.02382
H 2.21595 0.70220 3.07002
H 0.31065 2.27436 3.14848
O -1.98092 1.57495 -0.55112
C -2.34055 2.09492 -1.83467
C -1.29789 1.55929 -2.91117
O -1.57464 1.88809 -4.06886
O -0.31675 0.91405 -2.47428
C -2.24497 3.61913 -1.73641
C -1.22455 4.34957 -2.33320
C -1.11279 5.71754 -2.11427
C -2.02159 6.37667 -1.30013
C -3.05274 5.65792 -0.70833
C -3.16149 4.29430 -0.93033
C -3.73019 1.63681 -2.23354
C -4.42283 2.29074 -3.25155
C -5.67716 1.85410 -3.64353
C -6.26286 0.75348 -3.02734
C -5.57706 0.09277 -2.02314
C -4.31714 0.52931 -1.62934
H -2.71167 1.69198 0.06894
H -0.52510 3.84586 -2.98881
H -0.31052 6.27072 -2.58772
H -1.93049 7.44249 -1.13098
H -3.77549 6.16039 -0.07707
H -3.97750 3.74018 -0.47633
H -3.95418 3.13217 -3.74410
H -6.20249 2.37064 -4.43783
H -7.24390 0.41412 -3.33698
H -6.00920 -0.77588 -1.53939
H -3.78995 -0.01696 -0.85569
C 1.69762 -2.44028 2.35308
O 0.46866 -1.96090 1.86742
Si -0.89880 -1.80831 2.86363
C -0.39727 -0.64572 4.27240
C -1.01843 -3.46068 3.81817
C -2.36714 -1.35449 1.92203
Si -3.49848 -0.20321 2.74759
C -5.02677 0.39049 1.78509
C -4.22523 -0.88027 4.36912
C -2.69939 1.46902 3.18797
Si -2.78598 -2.59808 0.68725
C -1.82080 -4.28321 0.69236
C -4.62195 -3.16672 0.75178
C -2.76940 -2.55578 -2.38096
H 1.73273 -3.53662 2.33115
H 1.89880 -2.12265 3.38271
H 2.50588 -2.05899 1.72371
H 0.49548 -1.04800 4.76288
H -1.18366 -0.60256 5.03237
H -0.17954 0.37471 3.95701
H -0.15325 -3.60146 4.47663
H -1.12095 -4.36105 3.20991
H -1.90583 -3.39571 4.45692
H -5.64877 -0.35659 1.29461
H -4.76694 1.13995 1.03209
H -5.65556 0.90197 2.52408
H -4.87411 -1.73375 4.14592
H -4.82523 -0.12897 4.89421
H -3.44824 -1.22972 5.05528
H -1.94196 1.74213 2.44502
H -2.22014 1.49101 4.16995
H -3.47065 2.24684 3.18110
H -2.24238 -5.20403 1.09848
H -0.77002 -4.20089 0.96386
H -1.09369 -4.65643 -1.28437
H -4.74914 -3.85118 1.59861
H -4.91984 -3.70652 -0.15616
H -5.33494 -2.35661 0.90136
H -2.90531 -1.49249 -2.58796
H -3.77390 -3.02424 -2.48337
H -2.16779 -2.94461 -3.21842
N -1.91052 -4.26233 -0.81402
C -2.11451 -2.77431 -1.04457
H -2.72130 -4.82349 -1.11432
C 6.78106 -1.04621 -0.19357
C 5.85430 -2.00528 0.19267
C 4.60976 -2.05580 -0.41849
C 4.27426 -1.16131 -1.43404
C 5.21143 -0.20269 -1.81357
C 6.45476 -0.14518 -1.19758
As 2.43455 -1.11968 -2.10398
C 2.74743 -0.20562 -3.79475
C 2.41774 1.14457 -3.87630
C 2.63842 1.84463 -5.05479
C 3.17739 1.20254 -6.15903
C 3.49480 -0.14763 -6.08876
C 3.27957 -0.84785 -4.91007
C 2.24550 -2.95935 -2.73613
C 3.30411 -3.82234 -3.00325
C 3.06862 -5.10758 -3.47669
C 1.76825 -5.53541 -3.70489
C 0.70609 -4.67718 -3.45005
C 0.93884 -3.40102 -2.95433
H 7.74905 -0.99901 0.28921
H 6.09775 -2.71205 0.97680
H 3.88795 -2.80123 -0.10066
H 4.96929 0.49895 -2.60353
H 7.17082 0.60735 -1.50447
H 1.92755 1.62539 -3.04028
H 2.35559 2.88770 -5.11949
H 3.33083 1.74840 -7.08193
H 3.89988 -0.65853 -6.95375
H 3.52139 -1.90260 -4.86319
H 4.32143 -3.48664 -2.83789
H 3.90107 -5.77116 -3.67616
H 1.58171 -6.53155 -4.08698
H -0.30960 -4.99982 -3.65207
H 0.09526 -2.75334 -2.72456
*
```

## Properties
Kohn-Sham gap = 5.90 eV
LUMO = 0.07514 Eh
Energy above the lowest of the compared OMol25 structures with the same formula, charge and spin = 0.308 eV
Highest occupied orbital energy = -3.85 eV

Record 2
Computed, not measured: a single C23H22ClN3O4 molecule at a distorted geometry, with ωB97M-V/def2-TZVPD.

Geometry as ORCA input:
```
! RIJCOSX wB97M-V def2-TZVPD def2/J DEFGRID3
* xyz 0 1
O -1.98866 -3.48363 -0.85080
C -1.55937 -3.48757 -1.97916
N -0.50316 -2.76464 -2.43336
C 0.32464 -1.88115 -1.71937
C 1.37792 -1.27427 -2.39832
C 2.21797 -0.39238 -1.75602
C 2.03671 -0.06632 -0.40568
C 0.98104 -0.69333 0.26385
C 0.14195 -1.58469 -0.37528
H -0.66430 -2.04634 0.16883
H 0.78800 -0.48899 1.30448
N 2.93578 0.78406 0.22455
C 3.35699 2.00491 -0.43274
H 3.37917 1.87637 -1.51229
C 2.40436 3.15668 -0.07979
N 2.33600 3.33344 1.35730
C 2.88695 4.45092 1.89533
O 3.41888 5.29921 1.19189
C 2.81931 4.68728 3.34863
C 3.50257 5.67062 4.02103
C 3.09976 5.58888 5.36987
C 2.19540 4.57261 5.42651
O 2.01902 4.02054 4.21746
H 1.62704 4.16053 6.23729
H 3.43180 6.20165 6.18213
H 4.19977 6.35397 3.58317
C 1.92206 2.12924 2.03837
H 1.92330 2.26856 3.11511
C 2.88104 0.98684 1.65351
H 2.60216 0.06059 2.15417
H 3.89157 1.25873 1.98120
H 0.90442 1.88152 1.71418
H 2.75481 4.09310 -0.51559
H 1.40007 2.92521 -0.45303
H 4.36624 2.25314 -0.08846
H 3.04096 0.03126 -2.30974
H 1.54735 -1.50409 -3.44158
H -0.23998 -2.88378 -3.40219
C -2.18083 -4.35024 -3.09518
O -3.32628 -5.03335 -2.66707
C -4.42453 -4.31632 -2.29631
C -5.47460 -5.06283 -1.75951
C -6.65113 -4.45358 -1.37981
C -6.78899 -3.08243 -1.53567
C -5.75811 -2.32866 -2.06501
C -4.57785 -2.94278 -2.44806
H -3.78541 -2.32908 -2.84657
H -5.87104 -1.26181 -2.17831
Cl -8.26226 -2.30880 -1.06198
H -7.45788 -5.03506 -0.96241
H -5.34097 -6.12647 -1.64579
H -2.38932 -3.73160 -3.98103
H -1.47034 -5.13566 -3.37273
*
```

## Properties
Kohn-Sham gap = 8.00 eV
LUMO = 0.01648 Eh
Energy above the lowest of the compared OMol25 structures with the same formula, charge and spin = 0.464 eV
SMILES = O=C(COc1ccc(Cl)cc1)Nc1ccc(N2CCN(C(=O)c3ccco3)CC2)cc1
Highest occupied orbital energy = -7.56 eV

Record 3
Computed, not measured: a 2-piece molecular cluster, C35H44N4P overall at a distorted geometry, with ωB97M-V/def2-TZVPD.

Geometry as ORCA input:
```
! RIJCOSX wB97M-V def2-TZVPD def2/J DEFGRID3
* xyz 1 1
C 3.79320 -0.79261 -0.24498
C 3.21243 -1.34317 -1.53439
C 3.41609 -0.32864 -2.67327
C 3.84359 -2.68443 -1.89153
N 1.71850 -1.50887 -1.33800
P 0.69040 -1.03258 -2.59023
H -0.10234 1.28263 -0.71019
N -0.61579 -1.92171 -2.01449
C -1.83808 -2.10261 -2.87039
C -1.86025 -3.50967 -3.45560
C -1.77141 -1.05961 -3.99549
C -3.05932 -1.84560 -2.00280
C -0.18086 -2.84431 -1.02664
C 1.13883 -2.58985 -0.61711
C 1.73407 -3.35467 0.37801
C 0.99965 -4.41972 0.94709
C -0.31784 -4.67345 0.53248
C -0.92183 -3.87485 -0.46072
H 3.64777 -1.50145 0.56766
H 4.86738 -0.60865 -0.36830
H 3.30880 0.15959 0.00828
H 2.98092 -0.69523 -3.62311
H 2.97093 0.66036 -2.43346
H 4.49735 -0.18431 -2.81250
H 3.37080 -3.15512 -2.75998
H 4.89759 -2.50831 -2.12726
H 3.81629 -3.38234 -1.04612
H -2.04572 -4.26903 -2.68784
H -2.69484 -3.56721 -4.16018
H -0.93473 -3.75783 -3.98519
H -1.76599 -0.02553 -3.59451
H -0.87545 -1.20541 -4.62239
H -2.67010 -1.17604 -4.61776
H -2.96922 -0.86257 -1.52409
H -3.97330 -1.86229 -2.61277
H -3.13995 -2.61130 -1.23565
H 2.74773 -3.14575 0.71570
H 1.45555 -5.03773 1.72366
H -0.87894 -5.49011 0.99338
H -1.95303 -4.04576 -0.76923
C 2.22324 4.01695 -0.65844
C 1.90986 3.09090 0.44688
N 2.79010 2.92349 1.46388
C 4.14173 3.48171 1.49087
C 2.22604 2.12426 2.45536
C 0.87197 1.90375 2.09812
C 0.01352 1.42012 3.07138
C 0.55014 0.96634 4.27413
C 1.93191 1.10811 4.57471
C 2.81648 1.70381 3.64172
C 0.72482 2.40507 0.77170
C -0.37067 2.19882 -0.20399
C -1.71110 1.95272 0.35337
C -2.78079 2.81863 0.53911
C -2.85713 4.28991 0.46156
N -3.84151 2.10383 1.02436
C -5.12989 2.64399 1.44939
C -3.50751 0.76456 1.15518
C -2.12760 0.67926 0.79012
C -1.42714 -0.48152 1.04339
C -2.10864 -1.52530 1.65223
C -3.47248 -1.44926 1.95645
C -4.23812 -0.30498 1.68595
H 1.35804 4.14172 -1.29456
H 2.54032 4.98627 -0.28052
H 3.01333 3.64492 -1.31401
H 4.68169 3.01877 2.31712
H 4.67883 3.18856 0.57302
H 4.16036 4.58676 1.57532
H -1.05120 1.45686 2.91424
H -0.10577 0.51664 5.02026
H 2.32491 0.72420 5.49830
H 3.87610 1.88351 3.83411
H -0.37711 3.08120 -0.83794
H -1.90753 4.70952 0.09110
H -3.66163 4.60833 -0.21926
H -3.10177 4.70581 1.44863
H -5.75987 1.78070 1.69768
H -5.04008 3.33409 2.30103
H -5.59076 3.17297 0.60806
H -0.36610 -0.54553 0.82548
H -1.54831 -2.41864 1.95242
H -3.97850 -2.31880 2.36340
H -5.31105 -0.21729 1.92860
*
```

## Properties
Kohn-Sham gap = 5.09 eV
LUMO = -0.15206 Eh
Energy above the lowest of the compared OMol25 structures with the same formula, charge and spin = 0.000 eV
Highest occupied orbital energy = -9.23 eV

Record 4
Computed, not measured: a 2-piece molecular cluster, C2H6NO3 overall at a distorted geometry, with ωB97M-V/def2-TZVPD.

Geometry as ORCA input:
```
! RIJCOSX wB97M-V def2-TZVPD def2/J DEFGRID3
* xyz 0 2
C -1.58008 0.50665 -1.20128
N -1.24134 0.21266 0.15350
C 0.03897 0.46712 0.72348
O -0.00585 0.35051 1.97228
O 0.95550 0.70356 -0.05307
H -1.08160 -0.21608 -1.85213
H -1.27946 1.51167 -1.48627
H -2.64368 0.46708 -1.44160
H -1.99151 -0.17057 0.71403
H 2.38534 -1.67684 -0.54531
H 1.16251 -0.84975 -0.80871
O 1.55989 -1.70544 -1.03245
*
```

## Properties
Kohn-Sham gap (spin up / spin down) = 11.23 / 6.61 eV
Expectation value of S² = 0.7696
LUMO (spin up / spin down) = 0.01735 / -0.14164 Eh
Energy above the lowest of the compared OMol25 structures with the same formula, charge and spin = 0.078 eV
Highest occupied orbital energy (spin up / spin down) = -10.75 / -10.46 eV